Density functional theory data (ωB97M-V/def2-TZVPD) for a molecular structure, C23H28IrN7O3S at a distorted geometry.

Calculated values
multiplicity	2
net charge	-1
HOMO energy (spin up / spin down)	-2.7773 / -3.0208	eV
orbital gap (spin up / spin down)	5.5 / 5.8	eV
E_tot	-2004.70308	hartree
energy above the lowest of the compared OMol25 structures with the same formula, charge and spin	43.98	kcal per mole
⟨S²⟩	0.8121

XYZ file:
```
63
C23H28IrN7O3S | the Open Molecules 2025 dataset | ωB97M-V/def2-TZVPD
Ir -0.48790 -0.59970 -0.45890
C 0.49760 -2.51180 3.37790
C 0.76660 -1.62330 2.17770
O -0.16520 -0.85590 1.78440
C 2.04870 -1.70950 1.62590
C 2.52950 -1.01020 0.51890
C 3.99200 -1.07860 0.17040
N 1.73510 -0.25760 -0.24940
N 2.29400 0.48150 -1.18830
C 1.44300 1.09740 -2.02220
O 0.17800 0.86320 -2.00640
C 1.99400 2.07030 -2.94080
C 3.38260 2.26550 -3.07000
C 3.87810 3.23420 -3.90940
C 3.02040 4.05110 -4.64250
C 1.64590 3.86660 -4.52590
C 1.13870 2.88930 -3.70430
H -0.54320 -2.43090 3.67310
H 1.13450 -2.21440 4.20820
H 0.72240 -3.54290 3.11790
H 2.73900 -2.37900 2.11880
H 4.51380 -1.78120 0.81370
H 4.42960 -0.08600 0.27630
H 4.10430 -1.38040 -0.86980
H 4.04400 1.63960 -2.49140
H 4.94810 3.36750 -4.00420
H 3.41690 4.82620 -5.28520
H 0.97410 4.50300 -5.08630
H 0.07170 2.74820 -3.61490
O -2.48040 -1.80660 -0.05060
N -2.28160 -3.02270 0.41610
C -3.24500 -3.58160 1.20430
C -3.08070 -4.81560 1.77090
C -1.90900 -5.53610 1.54580
C -0.94050 -4.96510 0.71800
C -1.13690 -3.72420 0.13680
S 0.00510 -3.06400 -0.96510
H -4.13690 -2.98920 1.32300
H -3.86700 -5.21010 2.39500
H -1.75960 -6.50830 1.98820
H -0.02480 -5.48440 0.48640
C -3.18340 0.96870 -1.00390
N -4.26060 1.94680 -0.86380
C -3.70680 3.26530 -1.14380
N -2.61260 3.60740 -0.24150
C -1.56790 2.59700 -0.38980
N -2.07080 1.25540 -0.09470
C -2.58140 1.24500 1.27470
N -3.64620 2.23110 1.46000
C -4.71710 1.92020 0.51950
C -3.11230 3.54570 1.12620
H -2.81080 0.99980 -2.03070
H -3.56870 -0.02820 -0.78390
H -4.49580 4.01830 -1.04010
H -3.33260 3.27950 -2.17180
H -0.74970 2.83210 0.29560
H -1.18820 2.62200 -1.41380
H -1.76550 1.46930 1.96670
H -2.97080 0.24920 1.49130
H -5.52610 2.65100 0.64210
H -5.09940 0.92060 0.74370
H -2.29340 3.77920 1.81260
H -3.90580 4.29330 1.24640
```